C30H42ClI2N3O6Si3Ti as an isolated structure, computed with ωB97M-V with the def2-TZVPD basis set.

**E_HOMO (alpha / beta)**: -0.307 / -2.221 eV
**Kohn-Sham gap (alpha / beta)**: 3.758 / 5.673 eV
**Spin multiplicity**: 3
**F_max**: 4.6 eV Å⁻¹
**LUMO (alpha / beta)**: 3.45 / 3.45 eV
**Total charge**: -2

```
88
C30H42ClI2N3O6Si3Ti ωB97M-V with the def2-TZVPD basis set
I 4.428 -5.288 -4.129
I 0.509 -0.873 -4.916
Ti 0.331 0.765 -0.635
Cl 7.198 3.537 0.182
Si -0.389 3.509 1.333
Si -1.878 2.434 -1.106
Si -1.610 0.260 1.419
O 1.807 1.190 0.538
O 1.371 2.298 -1.916
O -1.380 -0.326 4.221
O -0.504 -0.530 0.398
O 1.065 -0.742 -1.887
O -1.253 1.181 -2.088
N 0.417 -3.303 0.263
N -0.766 -0.276 3.105
N -1.724 -4.942 -0.807
C -3.794 -6.063 -0.191
C -2.742 1.512 2.385
C 0.690 -0.515 3.227
C -3.341 -6.229 1.106
C -2.051 -5.788 1.422
C 1.611 -1.854 -2.316
C 3.128 -3.973 -3.353
C -1.893 0.759 -3.256
C 4.736 3.075 -0.636
C 2.620 2.596 -1.839
C -3.742 2.450 -1.063
C -0.896 1.927 0.440
C -1.278 -5.107 0.444
C 5.723 2.742 0.332
C -2.956 -0.992 1.096
C 1.798 -2.051 -3.738
C 3.066 1.562 0.370
C -1.421 4.021 -2.043
C 3.457 2.387 -0.750
C 2.126 -2.932 -1.488
C 0.800 4.734 0.623
C 0.262 3.044 3.047
C -1.907 4.527 1.623
C 4.060 1.261 1.350
C 1.744 -2.887 -0.029
C -2.920 -5.472 -1.111
C 5.349 1.791 1.375
C 2.464 -3.144 -4.266
C 0.155 -4.644 0.653
C 2.899 -3.926 -1.989
H -4.217 3.141 -0.353
H -2.207 2.238 3.049
H 4.974 3.810 -1.378
H 0.977 0.102 4.096
H -4.853 -6.389 -0.463
H -2.488 4.281 2.522
H -3.989 -0.707 1.263
H -1.596 4.857 -1.404
H 0.815 -1.541 3.563
H 0.764 5.623 1.280
H 6.109 1.501 2.107
H -3.358 2.099 1.696
H -2.038 4.167 -2.919
H -3.142 -5.413 -2.180
H -3.425 0.882 2.939
H -1.972 -0.358 -3.220
H 0.771 -5.454 0.144
H -0.466 3.404 3.781
H -2.552 4.440 0.752
H -2.864 1.207 -3.384
H -0.353 3.879 -2.252
H 0.384 1.961 3.181
H -2.841 -1.331 0.055
H 1.195 3.543 3.279
H -1.580 5.586 1.603
H 2.385 -3.603 0.531
H 0.471 5.161 -0.349
H -4.099 1.452 -0.785
H -1.323 1.050 -4.159
H -2.772 -1.895 1.661
H 0.341 -4.759 1.743
H 1.241 -0.284 2.330
H 1.866 -1.836 0.388
H 1.826 4.322 0.494
H 2.640 -3.242 -5.354
H -0.313 -2.691 -0.015
H -3.959 -6.698 1.878
H -4.219 2.731 -2.008
H 3.351 -4.742 -1.420
H 3.748 0.637 2.197
H 3.047 3.095 -2.711
H -1.646 -5.934 2.418
```


A 2-piece molecular cluster, C30H42ClNO6 overall, computed with ωB97M-V with the def2-TZVPD basis set.

**E_HOMO**: -9.170 eV
**Kohn-Sham gap**: 8.217 eV
**Structure (SMILES)**: COCCCCCCCCc1cc(Cl)cc2c1C(=O)c1c(CCCO)ccc(O)c1C2=O.COC[C@@H](C)N
**F_max**: 2.9 eV Å⁻¹
**LUMO**: -0.95 eV

```
80
C30H42ClNO6 ωB97M-V with the def2-TZVPD basis set
Cl 3.775 5.300 -3.160
O 1.146 -0.084 2.873
O 0.202 5.606 1.302
O -5.440 -0.203 -2.490
O -2.375 6.507 2.092
O 2.220 -4.284 2.543
O -1.360 1.214 -0.751
N 1.676 -6.410 4.407
C 2.478 -5.633 2.183
C 1.041 0.729 -4.463
C 2.309 4.525 -2.472
C -1.834 4.508 0.664
C 1.186 -0.925 0.473
C 1.799 3.302 -3.123
C 1.266 -1.678 -1.983
C 0.624 2.570 -2.617
C -5.830 1.398 -0.551
C 3.376 -3.521 2.849
C 0.441 4.354 -0.769
C 4.081 -6.432 4.020
C 1.896 -0.695 -0.928
C -4.257 1.505 -0.499
C -1.254 2.428 -0.726
C -3.728 2.814 0.164
C -0.034 3.106 -1.414
C -4.632 3.673 0.966
C 1.614 5.050 -1.309
C 1.863 -1.571 -3.446
C 2.706 -6.581 3.375
C -6.368 0.235 -1.482
C -4.172 4.898 1.621
C 0.079 -1.029 2.999
C 1.451 0.233 1.499
C 2.271 -0.120 -3.896
C 0.106 1.284 -3.329
C -2.335 3.249 0.047
C -0.327 4.895 0.481
C -2.768 5.326 1.449
H -6.623 -0.671 -0.864
H 2.014 5.973 -0.830
H 0.410 -2.095 2.854
H 0.898 1.190 1.250
H 1.036 -1.898 -4.148
H 2.860 0.461 -3.142
H 3.148 -2.471 2.654
H -0.156 0.464 -2.619
H -3.789 1.415 -1.519
H -5.694 3.370 1.111
H -4.902 5.475 2.235
H -6.330 2.373 -0.808
H 1.581 -5.970 1.653
H -0.283 -0.962 4.065
H 4.152 -5.549 4.656
H -5.317 0.516 -3.138
H 0.145 -1.579 -1.990
H 2.958 -0.247 -4.788
H 3.303 -5.689 1.461
H 4.868 -6.376 3.263
H 3.616 -3.612 3.910
H -7.290 0.586 -2.036
H 0.463 0.038 -5.140
H 4.236 -3.808 2.236
H -0.867 1.577 -3.832
H 2.673 -2.339 -3.564
H 1.545 -1.926 0.844
H 1.486 1.514 -5.129
H 1.465 -2.726 -1.600
H 4.295 -7.295 4.654
H 2.382 2.962 -4.014
H -2.578 7.261 1.509
H 1.589 0.351 -1.243
H -0.819 -0.784 2.363
H 0.079 -0.998 0.265
H -6.161 1.140 0.499
H 2.549 0.496 1.463
H 0.766 -6.608 3.997
H 3.013 -0.717 -0.869
H -3.881 0.634 0.112
H 2.638 -7.605 2.993
H 1.630 -5.417 4.629
```


C30H42N2O7SSe2Y as an isolated structure, computed with ωB97M-V with the def2-TZVPD basis set.

**ΔE to the lowest compared entry with this formula, charge and spin**: 1.2 kcal/mol
**E_HOMO**: -15.245 eV
**Kohn-Sham gap**: 6.895 eV
**F_max**: 0.5 eV Å⁻¹
**LUMO**: -8.35 eV
**Total charge**: +3

```
85
C30H42N2O7SSe2Y ωB97M-V with the def2-TZVPD basis set
Y -0.568 0.401 0.358
Se 0.944 3.735 0.490
Se -1.368 3.290 0.666
S 1.456 -0.717 -1.489
O 0.627 -1.495 1.475
O -3.023 0.552 0.471
O 1.976 -2.136 -0.842
O 0.982 0.955 2.089
O -1.814 0.032 -1.682
O -1.527 0.346 2.540
O -1.554 -1.870 0.181
N 0.248 2.038 -1.629
N -2.088 3.348 3.371
C 3.010 0.166 -1.710
C -3.709 0.708 1.725
C -1.805 4.147 2.356
C -1.873 5.530 2.384
C -2.881 0.987 -1.839
C -0.716 0.409 3.724
C 0.031 -2.776 1.692
C 1.866 -3.625 -2.761
C 3.941 -3.310 -1.563
C -2.475 3.932 4.507
C -0.805 -3.073 0.478
C 2.500 -4.531 -3.599
C -3.835 0.893 -0.661
C 1.510 3.580 -3.616
C 1.536 3.972 -2.286
C 0.902 3.180 -1.344
C 1.790 -1.291 2.287
C 4.554 -4.223 -2.407
C -2.550 -2.101 -0.840
C 0.202 1.705 -2.935
C -2.568 5.309 4.658
C 4.527 -5.836 -4.333
C 2.175 0.156 2.085
C 0.815 2.426 -3.942
C -2.131 -1.321 -2.065
C 2.601 -3.030 -1.755
C -2.895 -0.041 2.751
C -2.258 6.122 3.581
C 3.848 -4.845 -3.437
C 0.455 1.308 3.382
H -2.719 3.271 5.329
H 5.458 -5.430 -4.727
H -1.498 -3.890 0.682
H 3.614 0.111 -0.807
H -1.209 -1.736 -2.478
H -2.882 5.725 5.604
H 2.620 0.305 1.101
H 2.878 0.511 2.838
H -4.601 0.126 -0.797
H -0.345 0.808 -3.180
H -0.173 -3.324 -0.376
H 2.589 -1.964 1.968
H -2.617 -3.163 -1.072
H 3.893 -6.116 -5.171
H 0.802 -3.540 1.808
H -3.761 1.770 1.975
H -2.327 7.199 3.661
H -2.895 -1.323 -2.843
H 0.736 2.083 -4.964
H 2.778 1.205 -1.939
H -4.337 1.850 -0.497
H 2.021 4.890 -1.984
H 1.934 -5.007 -4.389
H 1.996 4.177 -4.376
H -1.646 6.121 1.508
H -0.413 -0.601 4.011
H -3.214 0.238 3.755
H -2.984 -1.122 2.628
H 1.240 1.259 4.136
H -1.289 0.855 4.538
H 1.547 -1.505 3.331
H 4.774 -6.742 -3.778
H 0.817 -3.391 -2.899
H -3.387 0.835 -2.792
H -2.393 1.962 -1.858
H -4.718 0.298 1.652
H 0.103 2.335 3.298
H 5.601 -4.456 -2.263
H 4.490 -2.834 -0.762
H 3.552 -0.278 -2.542
H -0.576 -2.742 2.602
H -3.511 -1.779 -0.443
```